# 1
65
Properties=species:S:1:pos:R:3 method="wB97M-V/def2-TZVPD" e_tot_ha=-1701.72604 lumo_ev=1.99 homo_energy_ev=-4.14 charge=-1 homo_lumo_gap_ev=6.13
O -5.015 -0.188 -3.673
C -3.784 -0.480 -3.493
O -3.373 -1.807 -3.426
C -2.625 0.643 -3.315
N -3.067 1.775 -2.463
C -2.696 1.616 -1.040
C -0.992 1.902 -1.020
C -0.098 0.680 -0.283
O -0.377 2.115 0.345
H -2.388 1.083 -4.355
H -1.680 0.107 -2.969
H -2.773 2.691 -2.813
H -2.796 0.560 -0.633
H -3.150 2.417 -0.370
H -0.511 2.439 -1.977
H 0.641 0.672 -1.140
H -0.848 -0.113 0.009
O -2.340 -4.572 0.184
C -3.140 -5.050 -0.583
O -3.318 -6.390 -0.755
C -4.260 -6.610 -1.811
C -5.057 -5.330 -1.906
C -4.041 -4.281 -1.508
H -3.708 -6.825 -2.732
H -4.890 -7.468 -1.569
H -5.492 -5.166 -2.894
H -5.874 -5.347 -1.177
H -3.459 -3.931 -2.365
H -4.509 -3.443 -0.994
O 1.554 5.009 -2.089
C 1.734 5.520 -1.013
O 1.799 6.866 -0.812
C 2.131 7.124 0.557
C 1.730 5.876 1.307
C 1.964 4.788 0.281
H 3.206 7.322 0.623
H 1.588 8.004 0.907
H 2.286 5.732 2.230
H 0.666 5.921 1.559
H 2.992 4.420 0.306
H 1.256 3.966 0.399
O 1.595 4.350 3.726
C 2.608 3.726 3.903
O 3.787 3.997 3.278
C 4.752 2.999 3.632
C 4.259 2.414 4.935
C 2.755 2.523 4.794
H 4.794 2.255 2.831
H 5.735 3.461 3.737
H 4.611 1.395 5.109
H 4.595 3.034 5.772
H 2.329 1.653 4.290
H 2.271 2.686 5.757
O 2.151 -2.214 -0.855
C 1.931 -3.394 -0.771
O 2.474 -4.331 -1.598
C 1.917 -5.614 -1.292
C 1.412 -5.500 0.128
C 0.997 -4.047 0.211
H 1.113 -5.824 -2.003
H 2.687 -6.381 -1.391
H 0.606 -6.200 0.356
H 2.231 -5.689 0.830
H -0.033 -3.899 -0.123
H 1.139 -3.645 1.214


# 2
57
Properties=species:S:1:pos:R:3 method="wB97M-V/def2-TZVPD" e_tot_ha=-1099.78088 lumo_ev="0.45 / 0.44" relative_energy_kj_mol=0.0 homo_energy_ev="-7.99 / -9.35" homo_lumo_gap_ev="8.43 / 9.79" spin_multiplicity=2
C 3.877 -1.992 1.274
C 3.009 -1.842 2.521
C 1.534 -1.737 2.194
O 1.304 -0.533 1.488
C -0.061 -0.152 1.464
C -0.328 0.777 0.282
C -1.693 1.507 0.525
C -2.756 0.790 1.343
O -2.708 0.822 2.556
C -3.938 0.148 0.680
C -3.843 -0.809 -0.325
C -4.987 -1.385 -0.849
C -6.233 -1.001 -0.392
C -6.336 -0.035 0.597
C -5.192 0.529 1.136
C 0.728 1.904 0.228
C 2.045 1.682 -0.553
C 2.204 2.699 -1.713
C 3.220 1.873 0.425
N 2.157 0.300 -1.086
O 3.249 0.082 -1.704
C 0.984 -0.381 -1.700
C 1.222 -1.890 -1.514
C 0.897 -0.087 -3.199
C -0.360 0.025 -1.053
H 3.651 -2.914 0.738
H 3.764 -1.147 0.599
H 4.931 -2.040 1.557
H 3.299 -0.933 3.051
H 3.171 -2.698 3.178
H 1.230 -2.600 1.588
H 0.942 -1.755 3.116
H -0.307 0.365 2.396
H -0.683 -1.053 1.395
H -2.095 1.843 -0.431
H -1.470 2.397 1.115
H -2.880 -1.122 -0.693
H -4.911 -2.143 -1.617
H -7.128 -1.451 -0.798
H -7.303 0.275 0.971
H -5.268 1.269 1.920
H 0.966 2.152 1.263
H 0.232 2.785 -0.180
H 2.195 2.214 -2.684
H 1.427 3.460 -1.686
H 3.162 3.210 -1.639
H 4.106 1.366 0.050
H 3.437 2.932 0.551
H 2.980 1.457 1.403
H 2.291 -2.099 -1.503
H 0.767 -2.460 -2.322
H 0.820 -2.229 -0.561
H 0.664 0.957 -3.402
H 0.064 -0.673 -3.595
H 1.802 -0.391 -3.719
H -0.929 -0.890 -0.909
H -0.921 0.621 -1.776